# C28H29BN7PV

A molecular structure, C28H29BN7PV (ωB97M-V/def2-TZVPD, the Open Molecules 2025 dataset).

Element x y z (Å)
H -0.29595 3.43390 -0.60663
N 0.22407 2.05203 -2.14032
B 0.77049 0.96225 -4.37576
N 0.68569 2.21062 -3.45853
C 0.80651 3.51818 -3.71955
V 0.01558 0.26117 -1.52352
H 1.17965 3.82797 -4.68380
C 0.40840 4.24805 -2.59481
H 0.39390 5.31305 -2.48856
C 0.05986 3.30728 -1.61904
H 1.09909 1.24239 -5.49091
C -2.05245 -2.65676 -0.61927
H -2.60753 -2.75612 0.31719
H -1.12061 -3.23064 -0.57484
H -2.67216 -3.03055 -1.44499
N -0.65478 0.32602 -4.34474
N 1.72241 -0.09600 -3.73871
N -1.19578 -0.11698 -3.14136
N 1.48936 -0.56532 -2.43219
C -1.52257 0.07722 -5.33291
C 2.68316 -0.84323 -4.29912
H -1.25296 0.35194 -6.33987
H 3.02120 -0.60424 -5.29781
C -2.65529 -0.52841 -4.78649
C 3.09213 -1.82383 -3.38942
C -2.41287 -0.64130 -3.41105
C 2.34746 -1.61268 -2.22480
H -3.53025 -0.85755 -5.30596
H 3.83362 -2.58030 -3.55984
H -3.00445 -1.07675 -2.62069
H 2.37127 -2.12734 -1.27535
H -1.80544 -1.59501 -0.79400
N 0.12650 0.29990 0.18204
P 0.11150 -0.00006 1.76940
C -1.57433 -0.48946 2.16991
C -1.84354 -1.58053 3.01355
C -3.16424 -1.81837 3.41472
C -4.20447 -1.01130 2.93906
C -3.93718 0.01329 2.02599
C -2.62241 0.28244 1.63907
C 1.34295 -1.25472 2.12897
C 1.29811 -2.47187 1.42750
C 2.25581 -3.45533 1.68812
C 3.23491 -3.24067 2.66537
C 3.29950 -2.01744 3.33874
C 2.37311 -1.01064 3.05806
C 0.45014 1.45811 2.75929
C 0.20073 1.42862 4.14679
C 0.40274 2.58014 4.91083
C 0.85056 3.75388 4.29309
C 1.10266 3.77756 2.91791
C 0.90813 2.63107 2.14804
H -1.02653 -2.22532 3.35737
H -3.37513 -2.64651 4.09273
H -5.22788 -1.18615 3.27586
H -4.74900 0.62086 1.62621
H -2.40484 1.07906 0.91928
H 0.51374 -2.64311 0.68473
H 2.21842 -4.39812 1.14063
H 3.94221 -4.03518 2.91406
H 4.06377 -1.83814 4.09496
H 2.43338 -0.04570 3.56929
H -0.16012 0.51345 4.62204
H 0.19629 2.55345 5.98279
H 0.99629 4.65610 4.88843
H 1.44656 4.69795 2.44041
H 1.10089 2.63367 1.07244

Atoms 1-2, force components in eV/Å:
0.038 -0.075 -0.144
0.662 3.224 -1.959

Results
E_HOMO (alpha / beta)   -5.09 / -8.17 eV
LUMO level (alpha / beta)   0.02671 / 0.02629 Eh
HOMO-LUMO gap (alpha / beta)   5.81 / 8.89 eV
⟨S²⟩   3.78
Spin multiplicity   4

Here are the Löwdin charges for atoms 1 to 6, given in e: 0.098, -0.083, -0.483, -0.002, -0.079, 0.619

# C28H29BO5

A single C28H29BO5 molecule (ωB97M-V/def2-TZVPD, the Open Molecules 2025 dataset).

Element x y z (Å)
C 3.02094 -0.25586 0.20191
O 2.75768 -0.79356 1.52070
C 1.47030 -0.84054 2.11873
C 0.32641 -0.44681 1.12572
C -0.46688 -1.37095 0.45814
C -1.44824 -0.91626 -0.43176
C -1.61423 0.44741 -0.67338
C -0.79968 1.37542 -0.01520
C 0.15506 0.92567 0.88782
H 2.91659 0.83898 0.21007
H 4.06094 -0.54381 0.00747
H 2.35011 -0.70911 -0.54313
H 1.61320 -2.80935 1.49766
H -0.32535 -2.43504 0.62714
H -2.07389 -1.65487 -0.92914
H -2.37456 0.79977 -1.37094
H -0.89576 2.44870 -0.18359
H 0.81371 1.64760 1.42059
C 3.06750 -0.07382 7.81499
C 2.25749 -0.74446 6.82648
C 1.46797 -1.86711 6.88350
C 0.63760 -1.83558 5.73210
C 1.06732 -0.78440 4.93633
B 1.39921 0.57369 2.90494
C 1.38870 -2.37682 2.48583
C 2.34463 -3.02432 3.38802
C 1.75915 -4.21327 3.82334
C 0.40762 -4.15857 3.47588
C -0.64129 -5.14526 3.68920
O 0.11881 -3.00129 2.84644
C 0.30569 0.14798 4.04126
C -0.30689 1.37588 4.57550
C -1.65450 1.36879 4.26015
C -1.93096 0.15921 3.64133
C -3.15702 -0.30098 3.01944
O -0.83792 -0.59262 3.54347
C 2.65371 1.34641 3.24535
C 2.94541 2.69859 3.28684
C 4.33980 2.83492 3.54870
C 4.82897 1.54969 3.68015
C 6.17186 1.03220 3.90381
O 3.81151 0.64065 3.55352
O 2.09057 -0.14663 5.62260
H 3.28371 -0.79394 8.60898
H 4.00476 0.29357 7.38684
H 2.55085 0.77699 8.28780
H 1.46374 -2.59710 7.68201
H -0.21444 -2.48662 5.57401
H 3.37916 -2.70675 3.48296
H 2.21819 -5.04125 4.36351
H -0.52463 -5.98706 2.99158
H -0.55010 -5.55810 4.70017
H -1.64037 -4.72030 3.56073
H 0.23884 2.17799 5.06696
H -2.39626 2.14865 4.42343
H -4.00201 0.03437 3.63390
H -3.25855 0.17167 2.03059
H -3.17924 -1.39037 2.90992
H 2.19972 3.46597 3.11490
H 4.89493 3.76352 3.62855
H 6.90530 1.78478 3.59341
H 6.33379 0.84326 4.97292
H 6.36311 0.10619 3.35077

Atoms 1-2, force components in eV/Å:
-0.468 -0.574 1.083
1.346 -0.796 -1.547

Results
Relative energy (zero: lowest compared OMol25 entry of this formula, charge and spin)   3.910 eV
E_HOMO   -3.83 eV
LUMO level   -0.02884 Eh
HOMO-LUMO gap   3.05 eV

Here are the Löwdin charges for atoms 1 to 6, given in e: -0.033, -0.160, -0.225, -0.141, -0.006, -0.065

# C28H29N2O4S2Se2V

A molecular structure, C28H29N2O4S2Se2V (ωB97M-V/def2-TZVPD, the Open Molecules 2025 dataset).

Element x y z (Å)
V -0.86552 -2.19578 -0.87280
Se -1.22890 -2.92986 2.07992
Se 0.13586 -4.75322 1.69845
C -0.46608 -5.23988 -0.06173
C -0.35654 -6.58769 -0.38359
C -0.72612 -7.01624 -1.64428
C -1.22120 -6.08903 -2.55213
C -1.31670 -4.77611 -2.15162
N -0.94000 -4.34449 -0.93243
C -0.03975 -1.47223 1.58931
C 1.12531 -1.29238 2.20169
C 2.18895 -0.37584 1.66113
C 0.65959 1.41822 0.47892
C -0.62493 0.60962 0.49659
N -0.56170 -0.77443 0.51190
H 0.00072 -7.28875 0.35839
H -0.64683 -8.06192 -1.90914
H -1.53719 -6.37455 -3.54447
H -1.71450 -4.02534 -2.82652
H 1.36763 -1.90245 3.06369
H 2.96301 -0.32572 2.43565
H 1.01342 1.28981 -0.54395
H -1.23987 0.92726 -0.34578
O 1.15451 -2.40835 -1.09224
S 2.48234 -1.64736 -1.11535
C 2.99045 -1.09103 0.54809
C 1.79503 1.10050 1.44942
C 1.58768 1.83249 2.78468
C 0.32905 1.50997 3.57995
S -1.28653 1.93793 2.91436
O -1.57491 1.01938 1.68075
C -1.09484 3.58527 2.28399
C -1.75795 3.92435 1.11251
C -1.71512 5.24233 0.68248
C -1.03438 6.19748 1.42331
C -0.39489 5.84566 2.60404
C -0.42551 4.53314 3.04970
C 2.18653 -0.13151 -1.99755
C 1.05678 -0.00815 -2.79097
C 0.85713 1.16405 -3.50960
C 1.79059 2.18637 -3.44961
C 2.94466 2.03121 -2.69019
C 3.15571 0.86744 -1.96962
H 3.88963 -0.52120 0.29197
H 3.35124 -2.03425 0.96643
H 0.41745 2.48095 0.55679
H 2.68101 1.57816 1.01693
H 1.60879 2.90638 2.58791
H 2.42933 1.63469 3.45377
H 0.33035 2.03258 4.54108
H 0.20946 0.44987 3.80883
H -2.30478 3.17781 0.55219
H -2.22576 5.52407 -0.22819
H -1.01013 7.22437 1.08519
H 0.12414 6.59433 3.18641
H 0.06139 4.27248 3.98080
H 0.34092 -0.81228 -2.88237
H -0.02302 1.26441 -4.13044
H 1.63657 3.09449 -4.01628
H 3.69097 2.81370 -2.66947
H 4.07235 0.75171 -1.40594
C -4.71612 -1.01956 -2.38678
O -4.08123 -1.67177 -1.24307
C -2.81040 -1.81630 -1.24311
O -2.06845 -1.41205 -2.20088
H -5.77075 -0.99159 -2.14280
H -4.53711 -1.61285 -3.27917
H -4.31082 -0.01830 -2.50517

Atoms 1-2, force components in eV/Å:
0.052 -0.058 0.664
0.033 -0.020 0.023

Results
Net charge   +2
Relative energy (zero: lowest compared OMol25 entry of this formula, charge and spin)   3.113 eV
E_HOMO (alpha / beta)   -13.51 / -13.63 eV
LUMO level (alpha / beta)   -0.20271 / -0.19137 Eh
HOMO-LUMO gap (alpha / beta)   7.99 / 8.42 eV
⟨S²⟩   2.02
Spin multiplicity   3

Here are the Löwdin charges for atoms 1 to 6, given in e: 0.916, 0.766, 0.754, -0.620, -0.080, -0.010

# C28H29N3O2SbV

A molecular structure, C28H29N3O2SbV (ωB97M-V/def2-TZVPD, the Open Molecules 2025 dataset).

Element x y z (Å)
V 1.27421 -0.02421 -0.06915
C 0.29637 1.72026 -2.54965
C 0.95720 2.54367 -1.48775
C 0.84139 3.92118 -1.49608
C 1.48357 4.67515 -0.53292
C 2.27429 4.03560 0.40594
C 2.34131 2.65174 0.41243
N 1.65847 1.91835 -0.50980
Sb 3.80815 1.60713 1.60761
C 4.22655 0.17406 0.07275
C 5.56220 -0.07825 -0.21906
C 5.89678 -1.00845 -1.18722
C 4.87580 -1.68030 -1.83797
C 3.56149 -1.41340 -1.51877
C 2.38337 -2.09432 -2.13751
N 3.23224 -0.49090 -0.58092
C 2.44331 0.28881 2.62020
C 2.42534 0.20679 4.00140
C 1.62999 -0.74645 4.61477
C 0.91642 -1.62890 3.82923
C 0.97208 -1.53289 2.44988
C 0.21739 -2.50443 1.59280
N 1.69524 -0.55356 1.85688
H 0.45941 2.18895 -3.51971
H 0.68359 0.70325 -2.61165
H -0.77942 1.63540 -2.39054
H 0.26292 4.39200 -2.28046
H 1.39617 5.75428 -0.53284
H 2.84056 4.60498 1.13209
H 6.33822 0.45785 0.31195
H 6.93277 -1.21025 -1.42838
H 5.08826 -2.42178 -2.59752
H 2.67905 -2.79432 -2.91636
H 1.81800 -2.64893 -1.38228
H 1.69022 -1.36932 -2.57499
H 3.03133 0.88252 4.59089
H 1.58437 -0.81341 5.69447
H 0.31878 -2.41425 4.27382
H 0.40426 -3.52086 1.94143
H -0.85719 -2.32045 1.63907
H 0.49492 -2.47882 0.53792
C -7.07602 -0.39749 -0.15560
C -5.57156 -0.38346 -0.20888
C -4.84392 0.74056 0.15873
C -3.45496 0.77587 0.10232
C -2.77467 2.06463 0.51008
C -2.77593 -0.36253 -0.36066
C -3.48741 -1.51171 -0.75096
C -2.84916 -2.78730 -1.26086
C -4.87238 -1.49826 -0.65180
C -1.30107 -0.38340 -0.45632
O -0.68303 -1.08492 -1.28217
O -0.59190 0.34207 0.36879
H -7.46200 0.40607 0.47029
H -7.44582 -1.34604 0.23499
H -7.50095 -0.27205 -1.15376
H -5.37314 1.62516 0.49792
H -3.52221 2.85468 0.57300
H -2.01021 2.37767 -0.20074
H -2.27865 1.97642 1.47619
H -1.99542 -3.10825 -0.66381
H -2.47690 -2.66744 -2.27853
H -3.59393 -3.58160 -1.25628
H -5.41808 -2.39223 -0.93595

Atoms 1-2, force components in eV/Å:
-1.126 -0.335 -0.272
0.009 -0.047 -0.097

Results
Net charge   +1
E_HOMO (alpha / beta)   -10.05 / -8.95 eV
LUMO level (alpha / beta)   -0.10436 / -0.10716 Eh
HOMO-LUMO gap (alpha / beta)   7.22 / 6.04 eV
⟨S²⟩   0.81
Spin multiplicity   2

Here are the Löwdin charges for atoms 1 to 6, given in e: 0.909, -0.003, -0.285, -0.005, -0.034, -0.105

What strongest force on any atom values result from the calculations? In sequence: 6.95, 4.99, 0.67, 1.21 eV Å⁻¹.